(1)
Here is the molecule C5H6S2 at a distorted geometry from OMol25. Energies are from ωB97M-V with the def2-TZVPD basis set.

Positions of all 13 atoms, in Å:
C -1.416 0.788 -0.125
C -0.397 1.366 -0.090
C -2.950 0.216 -0.042
C 0.859 2.098 -0.166
C -1.650 -2.139 -0.002
S -4.028 1.436 -0.264
S -3.232 -1.331 0.406
H 1.122 2.572 -1.133
H 1.514 1.264 0.031
H 0.913 2.962 0.489
H -0.913 -1.946 0.741
H -1.164 -1.815 -0.942
H -1.759 -3.231 -0.079

Output
Kohn-Sham gap = 8.10 eV
Electronic energy = -990.37409 Ha
Spin multiplicity = 1
E_LUMO = -0.40 eV
Energy relative to the best compared isomer or geometry (same formula, charge and spin) = 57.0 kcal per mole

(2)
Here is a cluster of 2 separate species, CH7IN3 in total at a distorted geometry from OMol25. Energies are from ωB97M-V with the def2-TZVPD basis set.

Positions of all 12 atoms, in Å:
C -0.743 -0.085 -0.129
N -1.542 -0.596 0.859
N -0.041 -0.736 -1.001
N -0.661 1.235 -0.252
I 3.255 0.101 0.198
H -2.265 -0.001 1.243
H -1.851 -1.561 0.730
H 0.778 -0.376 -1.445
H -0.104 -1.756 -0.835
H -1.236 1.822 0.391
H 0.151 1.733 -0.478
H 4.103 0.886 1.268

Output
Kohn-Sham gap = 10.21 eV
Electronic energy = -504.03722 Ha
Total charge = +1
Spin multiplicity = 1
E_LUMO = -3.33 eV
Energy relative to the best compared isomer or geometry (same formula, charge and spin) = 11.8 kcal per mole

(3)
Here is a structure of composition C23H18DyI2N4O3 at a distorted geometry from OMol25. Energies are from ωB97M-V with the def2-TZVPD basis set.

Positions of all 51 atoms, in Å:
Dy -0.477 0.232 0.229
I 2.305 -3.130 5.576
C 0.941 -2.400 4.160
C 0.431 -1.118 4.312
C -0.438 -0.657 3.345
I -1.052 1.370 3.181
C -0.831 -1.407 2.227
O -1.671 -0.932 1.342
C -0.185 -2.646 2.048
C -0.297 -3.223 0.663
N 0.381 -2.291 -0.291
C 1.850 -2.345 -0.153
C 2.388 -1.418 0.915
C 3.460 -1.794 1.708
C 3.978 -0.895 2.626
C 3.418 0.371 2.705
C 2.362 0.674 1.871
N 1.835 -0.201 1.002
C 0.661 -3.143 3.020
H 0.707 -0.497 5.153
H -1.345 -3.288 0.371
H 0.149 -4.220 0.620
H 0.156 -2.615 -1.226
H 2.296 -2.041 -1.102
H 2.191 -3.363 0.060
H 3.872 -2.791 1.620
H 4.801 -1.179 3.268
H 3.796 1.111 3.396
H 1.918 1.662 1.876
H 1.142 -4.102 2.872
O -0.489 2.216 -0.075
C -1.688 2.776 0.031
C -1.837 3.897 0.864
C -3.065 4.479 1.089
C -4.204 3.968 0.474
C -4.077 2.899 -0.384
C -2.840 2.289 -0.635
C -2.755 1.237 -1.649
N -1.880 0.234 -1.697
C -2.127 -0.452 -2.868
C -3.162 0.129 -3.522
N -3.545 1.191 -2.742
H -0.939 4.296 1.321
H -3.137 5.334 1.748
H -5.175 4.407 0.655
H -4.964 2.500 -0.864
H -1.539 -1.303 -3.163
H -3.648 -0.114 -4.450
H -4.278 1.845 -2.958
O 0.713 1.916 -2.629
C 0.693 1.172 -1.790

Output
Kohn-Sham gap (spin up / spin down) = 8.13 / 8.17 eV
Electronic energy = -2812.39537 Ha
Total charge = +1
Spin multiplicity = 6
E_LUMO (spin up / spin down) = -2.69 / -2.67 eV
⟨S²⟩ = 9.339
Energy relative to the best compared isomer or geometry (same formula, charge and spin) = 0.0 kcal per mole

(4)
Here is a structure of composition C20H56N2O11Pt at a distorted geometry from OMol25. Energies are from ωB97M-V with the def2-TZVPD basis set.

Positions of all 90 atoms, in Å:
Pt -3.094 -2.332 -1.037
O -4.161 -0.294 -0.734
C -3.229 0.670 -1.182
C -1.959 0.281 -2.059
O -1.468 -1.080 -2.125
H -2.856 1.129 -0.265
H -3.829 1.445 -1.658
H -1.080 0.812 -1.694
H -2.187 0.721 -3.030
C 3.784 0.706 -0.507
C 3.056 0.039 -1.702
C 4.213 -0.408 -2.653
C 4.875 -1.735 -2.125
C 3.864 -2.802 -1.819
C 2.794 -2.459 -0.874
N 2.233 -1.146 -1.405
O 1.051 -0.813 -0.773
C 1.764 -3.529 -1.007
C 3.391 -2.403 0.554
C 2.249 1.115 -2.505
H 3.986 1.742 -0.780
H 4.807 0.410 -0.276
H 3.133 0.678 0.368
H 3.851 -0.715 -3.635
H 4.924 0.417 -2.657
H 5.499 -1.566 -1.248
H 5.678 -2.163 -2.725
H 4.289 -3.762 -1.526
H 3.344 -2.912 -2.771
H 2.111 -4.408 -0.464
H 0.860 -3.219 -0.484
H 1.524 -3.767 -2.043
H 2.701 -2.246 1.383
H 3.936 -3.288 0.884
H 4.109 -1.596 0.700
H 1.462 0.618 -3.072
H 2.828 1.573 -3.308
H 1.798 1.951 -1.971
H 0.319 -0.894 -1.388
C 1.729 0.306 2.993
C 0.359 0.816 3.466
C 0.458 1.827 4.616
C 0.975 3.220 4.184
C 0.201 3.727 2.975
C -0.144 2.740 1.813
N -0.451 1.359 2.304
O -0.805 0.481 1.352
C -1.430 3.393 1.123
C 1.006 2.805 0.879
C -0.479 -0.468 3.903
H 2.460 1.015 2.607
H 1.632 -0.486 2.250
H 2.234 -0.125 3.857
H -0.540 2.006 5.018
H 1.028 1.414 5.448
H 2.035 3.178 3.934
H 0.874 3.849 5.069
H 0.613 4.617 2.498
H -0.739 4.042 3.430
H -1.542 4.476 1.151
H -1.677 2.993 0.139
H -2.327 3.149 1.693
H 1.934 2.821 1.451
H 1.088 2.110 0.043
H 0.920 3.765 0.370
H -0.020 -0.874 4.804
H -0.288 -1.305 3.231
H -1.534 -0.300 4.122
H 0.006 0.402 0.844
O -2.059 -4.132 -1.650
H -1.436 -4.024 -2.369
H -2.392 -5.023 -1.753
O -3.478 1.116 2.124
H -3.847 1.042 1.244
H -2.535 1.016 1.999
O -6.510 0.059 -2.580
H -5.696 -0.132 -2.115
H -6.272 0.740 -3.210
O -7.215 -1.304 -0.150
H -6.557 -1.310 0.546
H -6.948 -0.587 -0.726
O 0.532 -1.450 -3.922
H 1.264 -1.257 -3.336
H -0.226 -1.527 -3.342
O -4.842 -1.470 2.224
H -4.665 -0.866 1.502
H -4.368 -1.099 2.968
O -3.898 -0.591 -4.864
H -3.171 0.028 -4.801
H -3.828 -0.955 -5.746

Output
Kohn-Sham gap (spin up / spin down) = 7.24 / 5.23 eV
Electronic energy = -1851.78065 Ha
Spin multiplicity = 3
E_LUMO (spin up / spin down) = -1.11 / -3.12 eV
⟨S²⟩ = 2.014
Energy relative to the best compared isomer or geometry (same formula, charge and spin) = 26.7 kcal per mole

(5)
Here is the ion C3H4NO with charge -1 at a distorted geometry from OMol25. Energies are from ωB97M-V with the def2-TZVPD basis set.

Positions of all 9 atoms, in Å:
C 0.350 0.463 0.343
C 0.711 0.740 -0.900
C -1.452 0.056 0.719
N -2.600 -0.423 0.083
O -3.302 0.325 -0.709
H 0.351 0.352 -1.925
H 1.702 1.144 -1.015
H -1.227 -0.539 1.614
H -1.448 1.115 0.919

Output
Kohn-Sham gap (spin up / spin down) = 7.32 / 7.33 eV
Electronic energy = -246.50697 Ha
Total charge = -1
Spin multiplicity = 1
E_LUMO (spin up / spin down) = 4.37 / 4.37 eV
Energy relative to the best compared isomer or geometry (same formula, charge and spin) = 69.0 kcal per mole

(6)
Here is a cluster of 2 separate species, C6H11NO in total at a distorted geometry from OMol25. Energies are from ωB97M-V with the def2-TZVPD basis set.

Positions of all 19 atoms, in Å:
C -0.832 1.407 0.087
C -2.033 1.072 -0.779
C 0.522 1.117 -0.686
C 1.568 1.450 -1.199
H -0.820 2.479 0.303
H -0.931 0.939 1.071
H -1.928 1.484 -1.787
H -2.173 -0.011 -0.864
H -2.951 1.479 -0.342
H 2.569 1.717 -1.455
C 0.979 -1.270 1.707
C 0.197 -1.605 0.470
N 0.931 -1.493 -0.730
O -0.961 -1.991 0.457
H 0.422 -1.773 -1.561
H 1.943 -1.443 -0.744
H 1.287 -2.198 2.197
H 1.867 -0.676 1.480
H 0.346 -0.683 2.376

Output
Kohn-Sham gap = 9.97 eV
Electronic energy = -365.13703 Ha
Spin multiplicity = 1
E_LUMO = 0.90 eV
Energy relative to the best compared isomer or geometry (same formula, charge and spin) = 59.3 kcal per mole